Entry 1:
Computed, not measured: a molecular structure, C42H31Cl2N5O2P2Pb, with wB97M-V/def2-TZVPD.

Output
HOMO   -6.7 eV
Kohn-Sham gap   6.58 eV

Last column: Löwdin charge in e.
CARTESIAN COORDINATES (ANGSTROEM)
Pb 14.1330 15.1855 11.1912  1.296
Cl 12.0386 18.9868 16.7575  0.682
C 12.2956 18.4678 15.1610  -0.728
C 13.1985 17.4585 14.9429  -0.052
C 13.6298 17.1562 13.6373  -0.217
N 14.5133 16.1291 13.3523  -0.045
C 15.4309 15.5978 14.2239  -0.472
O 15.5228 15.8455 15.4252  0.037
C 16.4158 14.7142 13.5770  -0.228
C 17.3658 14.1514 14.4137  0.021
C 18.3608 13.3763 13.8005  -0.048
C 18.3340 13.1628 12.4323  -0.057
C 17.2563 13.6932 11.6836  -0.109
N 16.3169 14.4711 12.2753  -0.037
C 13.0306 17.8537 12.5103  -0.227
C 12.1648 18.9113 12.7699  -0.043
C 11.7888 19.2011 14.0721  -0.674
Cl 10.6426 20.4566 14.4289  0.636
N 13.3209 17.3514 11.2425  -0.062
C 13.3726 18.1998 10.1471  -0.490
O 12.9333 19.3295 10.1097  0.052
C 13.9419 17.6235 8.9258  -0.211
C 14.0916 18.5328 7.8517  0.016
C 14.5768 18.0572 6.6487  -0.038
C 14.9103 16.6842 6.5292  -0.055
C 14.8759 15.9127 7.6695  -0.128
N 14.4465 16.3782 8.8791  -0.009
H 13.6194 16.9008 15.7492  0.090
H 17.3928 14.4696 15.4315  0.113
H 19.1493 12.8985 14.4392  0.125
H 19.1280 12.6822 11.8803  0.099
H 17.0894 13.4716 10.6422  0.092
H 11.8564 19.5693 11.9585  0.104
H 13.8661 19.5612 8.0708  0.116
H 14.6617 18.7366 5.8186  0.104
H 15.2930 16.3108 5.5826  0.105
H 15.2123 14.8666 7.6146  0.108
N 11.4996 12.3347 10.8734  -0.407
P 10.9907 13.9921 10.7350  0.912
C 10.1083 14.1832 9.1523  -0.410
C 9.2254 13.2294 8.6503  -0.124
C 8.6173 13.3586 7.4442  -0.090
C 8.9888 14.4329 6.6490  -0.090
C 9.8822 15.3842 7.1138  -0.080
C 10.4399 15.2646 8.3831  -0.108
C 9.6798 14.1037 12.0070  -0.375
C 8.3906 14.3675 11.6405  -0.092
C 7.3841 14.1863 12.6038  -0.073
C 7.6497 13.6631 13.8603  -0.083
C 8.9781 13.5377 14.2304  -0.085
C 9.9927 13.7301 13.3143  -0.099
P 13.1660 11.8078 11.1948  0.900
C 12.8860 10.0566 11.6883  -0.369
C 13.4602 9.5061 12.8494  -0.115
C 13.3138 8.1814 13.1881  -0.106
C 12.7152 7.3058 12.3074  -0.093
C 12.0867 7.8267 11.1827  -0.075
C 12.2414 9.1793 10.8060  -0.079
C 13.9298 11.6543 9.5914  -0.419
C 13.1953 11.8779 8.4398  -0.108
C 13.8306 11.8185 7.2260  -0.087
C 15.1954 11.5559 7.1481  -0.095
C 15.9305 11.2690 8.2859  -0.105
C 15.3080 11.2774 9.5027  -0.102
H 10.7964 11.8937 11.4750  0.049
H 8.9960 12.3758 9.2694  0.108
H 7.9202 12.5715 7.0927  0.120
H 8.5639 14.5589 5.6401  0.111
H 10.0941 16.2616 6.4593  0.119
H 11.1359 16.0320 8.7597  0.102
H 8.1045 14.7032 10.6566  0.101
H 6.3534 14.4512 12.3248  0.110
H 6.8806 13.3957 14.6062  0.116
H 9.1325 13.2155 15.2185  0.091
H 11.0484 13.7019 13.6084  0.112
H 13.8948 10.2099 13.5623  0.098
H 13.7008 7.8396 14.1900  0.125
H 12.6173 6.2318 12.5244  0.113
H 11.5147 7.1777 10.5309  0.100
H 11.8302 9.6172 9.9166  0.092
H 12.1246 12.0127 8.5790  0.084
H 13.3271 12.0634 6.2996  0.106
H 15.6756 11.5454 6.1516  0.113
H 16.9714 10.9642 8.2191  0.108
H 15.8219 10.9762 10.4299  0.111

Entry 2:
Computed, not measured: a molecular structure, C42H32AsF9NO6P2PbS2, with wB97M-V/def2-TZVPD.

Output
HOMO (spin up / spin down)   -13.4 / -14.4 eV
Multiplicity   2
Charge   +2
Kohn-Sham gap (spin up / spin down)   8.07 / 6.74 eV

Last column: Löwdin spin population.
CARTESIAN COORDINATES (ANGSTROEM)
Pb -1.3608 0.5250 0.6286  0.046
O -2.8782 2.1214 4.1204  0.013
S -2.3777 2.4854 2.8453  0.011
O -0.9240 2.0990 2.5879  0.142
O -3.0939 1.9833 1.6532  0.002
C -2.2865 4.2333 2.6629  0.004
C -3.0680 5.0800 3.4206  -0.001
C -2.9568 6.4509 3.2067  0.005
C -2.0844 6.9490 2.2515  0.001
C -1.2995 6.0883 1.4912  0.012
C -1.3880 4.7215 1.7100  0.030
P -0.3552 3.5764 0.7823  0.383
C 1.3312 3.6037 1.3086  0.033
C 2.3145 2.9746 0.5350  0.031
C 3.6154 2.9083 1.0027  -0.003
C 3.9316 3.4423 2.2466  0.040
C 2.9510 4.0418 3.0295  -0.001
C 1.6483 4.1152 2.5712  0.030
C -0.5460 4.0359 -0.9373  0.082
C 0.4641 4.6020 -1.7228  0.040
C 0.1661 5.0151 -3.0116  0.002
C -1.1154 4.8508 -3.5224  0.040
C -2.1176 4.2801 -2.7470  -0.003
C -1.8372 3.8702 -1.4568  0.036
H -3.7456 4.6767 4.1611  0.000
H -3.5580 7.1322 3.7932  0.000
H -2.0081 8.0164 2.0955  0.000
H -0.6176 6.4860 0.7496  0.000
H 2.0634 2.5279 -0.4198  0.000
H 4.3831 2.4413 0.4006  -0.001
H 4.9481 3.3848 2.6127  0.002
H 3.2038 4.4477 3.9993  -0.001
H 0.8814 4.5735 3.1823  0.001
H 1.4565 4.7577 -1.3266  0.001
H 0.9341 5.4822 -3.6131  0.000
H -1.3364 5.1800 -4.5290  0.002
H -3.1169 4.1662 -3.1444  -0.001
H -2.6248 3.4466 -0.8408  0.002
O 1.2491 -0.2978 -2.6245  0.000
S -0.1226 -0.6739 -2.6942  0.000
O -0.4177 -1.7422 -1.5241  0.001
O -1.1257 0.3169 -2.4690  0.000
C -0.3633 -1.7779 -4.0302  0.000
C -0.4215 -1.3860 -5.3548  0.000
C -0.4600 -2.3893 -6.3141  0.000
C -0.4252 -3.7325 -5.9488  0.000
C -0.3694 -4.1093 -4.6135  0.000
C -0.3305 -3.1179 -3.6444  0.000
P -0.4233 -3.3377 -1.8694  0.000
C 0.9686 -4.0349 -1.0929  0.000
C 0.8606 -4.3948 0.2568  0.000
C 2.0092 -4.7469 0.9450  0.000
C 3.2372 -4.7401 0.2952  0.000
C 3.3387 -4.3825 -1.0467  0.000
C 2.2058 -4.0174 -1.7495  0.000
C -1.9448 -4.0296 -1.3728  0.000
C -1.9765 -5.3870 -1.0328  0.000
C -3.1852 -5.9611 -0.6798  0.000
C -4.3368 -5.1865 -0.6571  0.000
C -4.3022 -3.8410 -1.0054  0.000
C -3.1067 -3.2531 -1.3688  0.000
H -0.4372 -0.3410 -5.6333  0.000
H -0.5152 -2.1203 -7.3600  0.000
H -0.4500 -4.4947 -6.7154  0.000
H -0.3669 -5.1567 -4.3391  0.000
H -0.0979 -4.3804 0.7640  0.000
H 1.9433 -5.0224 1.9885  0.000
H 4.1299 -5.0183 0.8400  0.000
H 4.3000 -4.3947 -1.5414  0.000
H 2.2791 -3.7323 -2.7918  0.000
H -1.0737 -5.9849 -1.0386  0.000
H -3.2260 -7.0071 -0.4102  0.000
H -5.2747 -5.6341 -0.3569  0.000
H -5.2065 -3.2498 -0.9766  0.000
H -3.0744 -2.2042 -1.6335  0.000
F 4.6610 -2.2337 3.7502  0.000
C 4.7923 -1.2976 2.8084  0.000
F 5.4738 -0.2749 3.3359  0.000
F 5.5264 -1.8101 1.8150  0.000
C 3.4393 -0.8346 2.3165  0.000
C 2.4871 -0.4151 3.2289  0.000
C 1.2588 0.0130 2.7577  0.000
N 0.9690 0.0358 1.4518  -0.001
C 1.9002 -0.3631 0.5795  0.000
C 3.1476 -0.8083 0.9634  0.000
H 2.6790 -0.4341 4.2929  0.000
H 0.4879 0.3454 3.4382  0.000
H 1.6391 -0.3276 -0.4739  0.000
H 3.8689 -1.1225 0.2230  0.000
F -1.1959 -1.9950 0.8230  0.008
As -1.9459 -2.3850 2.4208  0.001
F -1.7922 -0.6174 2.7472  0.006
F -3.4510 -2.0262 1.6624  0.000
F -2.6470 -2.6385 3.9391  0.000
F -0.3544 -2.5991 3.0235  0.000
F -2.0276 -4.0201 1.9201  0.000

Entry 3:
Computed, not measured: a molecular structure, C42H32ClN3O4RuS, with wB97M-V/def2-TZVPD.

Output
HOMO (spin up / spin down)   -10.0 / -10.2 eV
Multiplicity   6
Charge   +1
Kohn-Sham gap (spin up / spin down)   7.21 / 6.30 eV

Last column: Löwdin spin population.
CARTESIAN COORDINATES (ANGSTROEM)
Ru 1.3535 -0.8167 0.4276  3.420
Cl 3.7974 -2.4238 6.6253  0.002
C 2.7426 -2.2657 5.2602  0.009
C 1.4162 -1.8391 5.4666  0.011
C 0.5561 -1.6963 4.4139  0.008
C 0.9683 -1.9430 3.0738  0.025
O 0.1651 -1.7144 2.0951  0.105
C 2.3073 -2.4266 2.8900  0.023
C 2.7699 -2.9539 1.6475  0.036
N 2.1377 -2.8791 0.5071  0.071
C 2.5173 -3.7262 -0.5566  0.036
C 3.2106 -4.9220 -0.3816  -0.004
C 3.4213 -5.7823 -1.4504  0.037
C 2.9112 -5.5047 -2.7062  -0.004
C 2.1833 -4.3397 -2.9141  0.035
C 1.5949 -3.9865 -4.2071  -0.004
C 0.7106 -3.0003 -4.3234  0.030
C 0.2894 -2.2269 -3.1061  0.034
N 1.3595 -2.2527 -2.1198  0.419
C 2.0219 -3.4612 -1.8382  0.011
C 3.1706 -2.5710 4.0055  0.003
H 1.0880 -1.6298 6.4774  0.000
H -0.4678 -1.3795 4.5721  0.000
H 3.7220 -3.4842 1.6937  0.003
H 3.5376 -5.2220 0.6040  0.000
H 3.9632 -6.7044 -1.2853  0.002
H 3.0651 -6.1951 -3.5260  0.000
H 1.8863 -4.5725 -5.0704  0.000
H 0.2585 -2.7367 -5.2700  0.003
H -0.5906 -2.6988 -2.6459  0.017
H 4.1783 -2.9380 3.8484  0.000
O -0.5486 -0.4607 -1.0232  0.054
C -0.8850 0.0324 -2.3490  0.005
C -0.0672 -0.7549 -3.3945  0.000
O 0.1769 -0.2686 -4.4600  -0.001
O 1.9011 -1.1256 -1.7984  0.447
C -2.3696 -0.2696 -2.5714  0.002
C -2.8576 -0.9643 -3.6715  0.002
C -4.2163 -1.2370 -3.7841  0.000
C -5.0994 -0.8177 -2.8041  0.001
C -4.6217 -0.1111 -1.7078  0.000
C -3.2698 0.1639 -1.5954  0.001
C -0.5264 1.5140 -2.4382  0.001
C 0.7979 1.8888 -2.2183  0.002
C 1.1783 3.2175 -2.2958  0.001
C 0.2384 4.1956 -2.5929  0.000
C -1.0759 3.8296 -2.8345  0.001
C -1.4555 2.4939 -2.7693  0.000
H -1.3550 -0.4824 -0.4925  0.000
H -2.1987 -1.2821 -4.4700  0.000
H -4.5806 -1.7781 -4.6479  0.000
H -6.1565 -1.0302 -2.8967  0.000
H -5.3043 0.2383 -0.9432  0.000
H -2.9194 0.7558 -0.7531  0.000
H 1.5426 1.1323 -2.0128  0.003
H 2.2151 3.4878 -2.1369  0.000
H 0.5345 5.2352 -2.6589  0.000
H -1.8103 4.5807 -3.0971  0.000
H -2.4790 2.2261 -2.9911  0.000
N 1.1915 0.9922 1.5634  0.103
S 0.4106 2.3118 1.0885  0.026
C -1.3435 2.0515 1.3352  0.005
C -2.2048 3.0300 0.8505  0.001
C -3.5695 2.8674 1.0250  0.000
C -4.0586 1.7328 1.6655  0.000
C -3.1873 0.7510 2.1141  0.000
C -1.8137 0.9024 1.9495  0.001
C 0.7362 3.5510 2.3178  0.005
C 1.6474 4.5405 1.9750  0.002
C 1.9824 5.5026 2.9167  0.000
C 1.4065 5.4650 4.1780  0.001
C 0.4934 4.4699 4.5099  0.000
C 0.1493 3.5073 3.5769  0.002
H 1.0972 0.8335 2.5646  0.008
H -1.8127 3.9078 0.3469  0.000
H -4.2527 3.6240 0.6608  0.000
H -5.1254 1.6136 1.8079  0.000
H -3.5707 -0.1383 2.5989  0.000
H -1.1286 0.1274 2.2832  0.000
H 2.0897 4.5542 0.9853  0.000
H 2.6905 6.2809 2.6648  0.000
H 1.6670 6.2193 4.9096  0.000
H 0.0461 4.4499 5.4949  0.000
H -0.5735 2.7361 3.8187  0.000

Entry 4:
Computed, not measured: a molecular structure, C42H32HgN4O7P, with wB97M-V/def2-TZVPD.

Output
HOMO (spin up / spin down)   -0.1 / -3.0 eV
Multiplicity   2
Charge   -2
Kohn-Sham gap (spin up / spin down)   4.40 / 7.23 eV

Last column: Löwdin spin population.
CARTESIAN COORDINATES (ANGSTROEM)
Hg 0.2351 -1.8053 -0.2181  0.002
C -1.3083 -2.1775 -4.6514  -0.004
C -2.5808 -1.6571 -4.5347  0.001
C -3.1169 -1.4571 -3.2721  -0.003
C -2.3596 -1.7821 -2.1549  0.000
N -1.1264 -2.2698 -2.2798  -0.005
C -0.6129 -2.4558 -3.4847  0.002
C -2.8987 -1.5717 -0.7614  0.008
C -4.2390 -1.2944 -0.5476  0.129
C -4.6461 -1.0590 0.7853  0.045
C -3.7532 -1.1503 1.8098  0.055
C -2.3969 -1.4984 1.5384  0.131
N -2.0315 -1.6705 0.2307  0.131
C -1.4097 -1.6790 2.5479  0.117
C -1.7099 -1.6127 3.9399  0.056
C -0.7258 -1.8145 4.8655  0.038
C 0.5892 -2.0964 4.4458  0.125
C 0.8144 -2.1433 3.0817  0.004
N -0.1194 -1.9379 2.1667  0.131
H -0.8356 -2.3189 -5.6135  0.000
H -3.1504 -1.3831 -5.4148  0.000
H -4.0991 -1.0231 -3.1610  0.000
H 0.4009 -2.8364 -3.5150  0.000
H -4.9511 -1.2529 -1.3563  0.010
H -5.6776 -0.7954 0.9917  0.001
H -4.0749 -0.9485 2.8220  0.004
H -2.7205 -1.4093 4.2662  0.004
H -0.9619 -1.7631 5.9229  0.000
H 1.3947 -2.2667 5.1459  0.010
H 1.8091 -2.3448 2.6922  -0.003
O 5.5432 -5.6338 -0.2040  0.000
C 4.4385 -4.8212 -0.2206  0.000
C 4.5545 -3.4409 -0.2693  0.000
C 3.3955 -2.6884 -0.2739  0.000
N 2.1873 -3.2455 -0.2559  0.000
C 2.0725 -4.5738 -0.2084  0.000
C 3.1847 -5.4019 -0.1800  0.000
C 0.6545 -5.1969 -0.1983  0.000
O 0.6387 -6.4412 -0.1678  0.000
O -0.2836 -4.3842 -0.3007  0.000
C 3.4855 -1.1611 -0.2164  0.000
O 4.6239 -0.6654 -0.1982  0.000
O 2.3834 -0.5663 -0.1416  0.001
H 6.3217 -5.0670 -0.2175  0.000
H 5.5067 -2.9247 -0.2880  0.000
H 3.0355 -6.4700 -0.1305  0.000
C 2.8050 1.1679 2.3444  0.000
P 1.2057 1.2361 1.4145  0.001
C 1.6171 2.4500 0.0957  0.000
C 2.8811 2.5089 -0.4830  0.000
C 3.1326 3.3741 -1.5429  0.000
C 2.1216 4.1743 -2.0513  0.000
C 0.8471 4.1009 -1.4978  0.000
C 0.6019 3.2463 -0.4361  0.000
C 0.3953 2.4294 2.6170  0.000
C -0.6449 1.9288 3.3957  0.001
C -1.2424 2.6989 4.3895  0.000
C -0.8139 3.9981 4.6112  0.000
C 0.2148 4.5211 3.8310  0.000
C 0.8111 3.7427 2.8509  0.000
H 3.2024 2.1665 2.5404  0.000
H 3.5423 0.5847 1.7912  0.000
H 2.5975 0.6748 3.2967  0.000
H 3.6610 1.8402 -0.1377  0.000
H 4.1209 3.3987 -1.9871  0.000
H 2.3121 4.8315 -2.8920  0.000
H 0.0362 4.6876 -1.9137  0.000
H -0.4005 3.1726 -0.0290  0.000
H -0.9909 0.9148 3.2187  0.001
H -2.0428 2.2786 4.9873  0.000
H -1.2754 4.6032 5.3831  0.000
H 0.5509 5.5399 3.9895  0.000
H 1.6058 4.1640 2.2441  0.000
O 0.4622 0.3061 -3.3038  0.000
C -0.3031 0.7212 -2.4237  0.000
O -0.3805 0.3729 -1.2138  0.002
C -1.2959 1.8162 -2.8224  0.000
C -2.3706 2.1234 -1.9963  0.000
C -3.3048 3.0783 -2.3800  0.000
C -3.1577 3.7514 -3.5865  0.000
C -2.0740 3.4584 -4.4093  0.000
C -1.1554 2.4881 -4.0312  0.000
H -2.4554 1.5989 -1.0519  0.000
H -4.1503 3.2961 -1.7371  0.000
H -3.8824 4.5004 -3.8860  0.000
H -1.9484 3.9913 -5.3457  0.000
H -0.3150 2.2201 -4.6592  0.000

Calculated values (kJ/mol) of energy relative to the best compared isomer or geometry (same formula, charge and spin) for the records, taken in order: 0.0 0.0 205.0 13.9.